A single C15H17FN2O3 molecule, computed with ωB97M-V/def2-TZVPD.

Calculated values
- energy above the lowest of the compared OMol25 structures with the same formula, charge and spin (eV) = 0.0000
- frontier orbital gap (eV) = 9.81
- LUMO level (eV) = 0.626

Last column: Löwdin charge in e.
Element x y z (Å)
O: -2.80 -2.96 0.66  0.12
C: -1.88 -2.38 0.16  -0.40
C: -0.50 -2.91 -0.13  -0.01
C: 0.28 -1.75 -0.75  -0.24
N: 1.41 -1.37 0.08  -0.01
C: 2.39 -0.52 -0.59  -0.17
C: 3.49 -0.10 0.40  -0.33
C: 3.08 1.11 1.25  -0.13
C: 3.63 2.28 0.45  -0.15
C: 4.91 1.67 -0.12  -0.20
O: 4.65 0.29 -0.32  -0.10
C: -0.74 -0.62 -0.86  -0.35
O: -0.54 0.49 -1.28  0.12
N: -1.92 -1.06 -0.28  0.10
C: -3.08 -0.24 -0.16  -0.18
C: -3.80 -0.24 1.02  0.00
C: -4.93 0.55 1.14  0.01
C: -5.31 1.34 0.07  -0.27
F: -6.41 2.11 0.18  0.06
C: -4.59 1.36 -1.12  0.01
C: -3.47 0.56 -1.23  0.00
H: -0.58 -3.78 -0.79  0.13
H: -0.03 -3.25 0.80  0.13
H: 0.67 -2.00 -1.74  0.16
H: 1.08 -0.91 0.93  0.12
H: 2.85 -1.11 -1.38  0.13
H: 1.94 0.37 -1.04  0.12
H: 3.74 -0.97 1.01  0.15
H: 3.55 1.06 2.23  0.12
H: 2.00 1.17 1.39  0.11
H: 2.95 2.54 -0.36  0.11
H: 3.83 3.16 1.05  0.11
H: 5.74 1.77 0.60  0.12
H: 5.22 2.10 -1.07  0.12
H: -3.50 -0.87 1.85  0.12
H: -5.52 0.56 2.04  0.12
H: -4.92 1.98 -1.93  0.12
H: -2.90 0.56 -2.14  0.12